298
Properties=species:S:1:pos:R:3:mulliken_charge:R:1 method="wB97M-V/def2-TZVPD" lumo_energy_ev=-6.733 orbital_gap_ha=0.1167 total_charge=+1
S -0.370 6.220 1.477 0.787
S 0.055 3.774 1.851 0.907
S -2.374 2.381 -5.731 0.604
S 0.088 -1.127 5.882 0.776
S -7.507 1.138 -1.220 0.447
S -5.507 -3.808 0.407 0.696
S -9.020 2.517 0.317 0.946
S 0.827 -5.632 -4.415 0.406
S -0.080 -3.618 -5.802 1.049
S -2.199 4.877 -6.239 0.986
S 1.858 -0.383 7.409 0.896
S -3.734 -4.350 2.194 0.592
F -6.347 2.269 -3.324 -0.233
F 2.216 2.975 3.257 0.063
F -2.203 -2.250 3.277 0.399
F -4.441 -3.725 -2.056 -0.190
F 1.474 0.166 3.888 0.186
F -1.070 -3.713 2.117 0.038
F -10.190 4.994 -0.049 -0.237
F 2.565 4.649 1.705 -0.292
F 2.920 2.121 7.094 -0.145
F 2.140 -2.280 -5.172 -0.086
F -5.094 -1.767 -1.346 -0.037
F 1.435 -1.817 -7.174 -0.238
F 0.434 -1.002 -5.433 -0.019
F 1.674 -7.538 -2.807 -0.245
F -2.008 6.061 -8.691 -0.174
F 1.438 -5.680 -1.723 -0.111
F 3.688 1.085 8.813 -0.221
F 0.587 8.025 3.197 -0.189
F -3.745 0.088 -5.593 -0.126
F -0.123 5.397 -7.878 -0.242
F 2.277 2.523 1.162 0.059
F -4.832 1.474 -1.882 -0.215
F -0.967 7.164 -7.050 -0.205
F 1.736 1.846 8.984 -0.221
F 0.223 8.852 1.158 -0.215
F -2.112 -0.068 -7.081 -0.190
F -6.658 -3.221 -1.930 -0.211
F -5.978 0.056 -3.110 -0.175
F 0.542 -1.617 3.280 0.046
F -0.672 0.112 3.557 0.134
F -9.536 3.915 -1.935 -0.180
F -0.324 -6.837 -2.327 -0.250
F -3.981 1.073 -7.427 -0.207
F -11.338 3.329 -0.885 -0.210
F -1.635 -4.189 4.154 -0.109
F -1.424 8.482 2.605 -0.189
O -3.465 -5.801 2.163 -0.731
O -3.429 2.816 -4.786 -0.433
O -8.601 0.853 -2.109 -0.669
O 4.031 5.407 -3.941 -0.257
O 1.585 -1.338 8.483 -0.630
O -1.343 -1.251 6.082 -0.593
O 2.171 -5.665 -4.984 -0.489
O -8.911 3.028 1.709 -0.668
O 0.785 6.182 0.535 -0.621
O -6.448 -2.955 1.168 -0.518
O -9.847 1.304 0.438 -0.586
O -5.973 -5.211 0.264 -0.622
O -0.661 2.759 2.539 -0.708
O -1.441 -3.124 -5.849 -0.645
O 2.928 -0.798 6.461 -0.527
O -1.378 4.990 -5.053 -0.527
O 3.473 -4.491 3.962 0.066
O -0.252 3.684 0.404 -0.280
O 0.336 -4.373 -6.995 -0.618
O -3.511 5.504 -6.120 -0.617
O -0.174 -6.532 -4.994 -0.644
O -1.755 6.069 0.968 -0.480
O 0.759 -2.417 5.900 -0.412
O -7.134 0.075 -0.347 -0.488
O -4.785 -4.086 3.136 -0.516
O -1.119 2.081 -5.097 -0.090
N -0.611 -2.236 -1.215 0.411
N 3.132 -5.814 4.009 0.112
N 3.650 4.133 -3.551 0.743
N -3.859 -3.593 0.902 0.094
N 5.548 -4.195 -5.812 0.572
N -5.267 0.304 3.617 0.697
N 0.708 0.210 6.705 -0.372
N -7.459 2.384 -0.450 0.042
N 0.322 -4.204 -4.210 -0.118
N -2.184 3.327 -6.936 -0.503
N -0.204 5.289 2.681 -0.550
N -5.908 6.026 -0.053 0.200
N 6.323 0.797 4.145 0.507
C -1.301 5.982 -7.590 0.473
C 4.914 -3.239 -6.744 -0.558
C -1.356 -1.470 -2.335 -0.727
C -6.036 1.269 -2.468 0.330
C -4.727 5.084 -0.440 1.012
C -5.202 -0.465 2.315 -0.718
C -0.936 -1.456 0.115 0.760
C 7.012 -4.274 -3.149 -1.067
C -5.405 -3.046 -1.398 0.600
C 5.426 3.203 5.007 0.359
C 4.683 -1.179 3.741 -0.685
C 4.716 -2.108 -9.072 -1.223
C 5.919 1.218 2.719 -0.883
C 2.524 1.787 -2.236 1.647
C -4.117 5.346 -1.810 -0.704
C 1.811 -2.602 -0.288 2.308
C -6.448 -0.324 4.493 -1.081
C 4.280 4.259 -1.115 -1.634
C -0.242 8.051 2.176 0.436
C 2.316 -6.551 1.746 -1.959
C -3.066 0.736 -6.552 0.336
C 4.829 -6.261 2.152 -1.785
C 3.208 -2.887 -0.496 -1.491
C 5.212 -0.068 4.744 -0.764
C -6.548 8.346 0.618 -0.894
C -2.919 4.459 -1.984 0.459
C 4.497 3.522 -2.453 2.150
C 4.424 -0.776 2.281 1.835
C -6.351 -1.837 4.675 0.834
C -3.942 0.184 4.415 -0.892
C 0.943 -2.295 -1.551 0.705
C 7.674 0.097 3.998 -0.955
C -7.438 -2.341 5.676 -1.650
C 5.727 4.230 6.134 -1.648
C 4.102 2.037 -2.332 -1.721
C 1.932 3.452 2.003 0.037
C -7.047 5.935 -1.116 -0.504
C -5.431 7.503 0.051 -0.481
C 5.278 -5.631 -6.199 -0.882
C -1.124 -3.671 -1.234 0.597
C 5.557 0.072 1.765 -0.343
C 2.507 -8.692 4.157 -0.782
C -4.125 1.703 1.254 0.950
C -2.053 -3.577 3.056 -0.260
C -1.219 0.767 -1.149 0.288
C 1.984 -6.155 4.959 1.895
C 3.465 -6.680 2.783 2.388
C -4.468 2.482 2.565 0.272
C -10.086 3.793 -0.731 0.628
C 7.683 -4.731 -4.490 -0.859
C 1.756 4.221 -5.059 -1.884
C 4.883 -3.847 -4.423 0.292
C -7.591 6.426 1.957 -0.467
C 7.092 -3.972 -5.686 -0.488
C 5.995 3.553 -2.920 -1.758
C -0.422 0.048 -0.025 1.291
C 1.325 4.679 -2.674 -1.004
C 0.354 -0.540 4.040 -0.433
C 5.213 -3.369 -8.274 -0.479
C 0.942 -6.416 -2.670 0.638
C 0.649 -5.826 4.174 -1.798
C -7.125 7.868 1.977 -0.800
C 2.617 1.317 8.137 0.409
C 5.486 -4.559 -3.234 0.010
C 3.639 -8.134 3.266 -1.636
C -1.093 0.026 -2.480 1.658
C 1.070 -2.023 -5.913 0.389
C 6.559 2.093 4.997 -0.954
C -6.469 5.511 1.360 -0.267
C 1.866 2.332 -3.551 -1.590
C 2.149 -5.424 6.346 -1.629
C 2.060 -7.720 5.235 -1.258
C -4.076 0.183 1.408 2.633
C -5.492 1.799 3.429 -1.375
C 2.125 3.873 -3.634 2.572
H -1.757 0.399 -3.260 -0.088
H -4.656 7.403 0.810 0.328
H -6.414 0.171 5.464 0.482
H 5.390 -2.008 3.761 0.441
H 1.169 -3.119 -2.228 -0.180
H 0.750 -5.003 3.466 -0.037
H 3.814 -4.041 -4.510 -0.532
H -7.391 -0.017 4.041 0.562
H -7.710 6.188 3.014 0.405
H 1.312 5.735 -2.944 0.694
H -8.295 -1.671 5.616 0.393
H 5.299 -5.631 -3.180 0.459
H 8.742 -4.519 -4.339 0.508
H 4.108 -1.566 1.600 -0.566
H 2.574 -4.420 6.350 0.199
H 7.305 -2.905 -5.626 0.368
H 3.631 -2.106 -9.174 0.263
H -3.192 3.410 -2.099 -0.412
H 5.500 -0.535 5.686 0.501
H 1.199 -1.334 -1.998 -0.043
H 6.380 4.533 -3.203 0.443
H -3.946 5.141 0.318 0.314
H 5.310 -2.295 -6.368 0.465
H 4.921 4.846 6.532 0.365
H -7.358 4.890 -1.141 -0.111
H -7.821 6.587 -0.709 0.566
H 1.133 -8.135 5.629 0.386
H -3.858 -0.860 4.716 0.185
H -3.010 0.547 3.981 0.201
H 0.862 3.767 -5.489 0.034
H -3.554 2.753 3.093 0.107
H -2.184 4.562 -1.186 -0.226
H 7.582 -5.816 -4.511 0.304
H 5.686 -5.834 -7.190 0.335
H -6.765 6.175 -2.140 0.264
H -3.917 -0.312 0.450 0.013
H 7.579 -0.916 3.607 0.320
H 7.509 -4.402 -6.596 0.432
H 5.303 0.471 0.783 -0.103
H 7.119 -3.194 -3.052 0.350
H 6.778 1.719 5.997 0.615
H 8.289 0.738 3.366 0.365
H 6.591 3.312 -2.040 0.434
H 6.259 3.813 6.988 0.383
H -2.353 -1.706 -1.965 -0.278
H 4.833 -2.791 -4.160 0.286
H -5.418 -2.160 5.139 0.005
H 7.250 -4.801 -2.225 0.540
H -5.228 4.117 -0.387 -0.595
H 8.124 0.074 4.990 0.396
H 0.274 -6.578 3.480 0.441
H -6.542 -2.333 3.724 0.030
H 5.110 -4.089 -2.325 -0.443
H -0.121 -5.758 4.942 0.719
H 2.891 -6.028 6.868 0.523
H 5.080 1.910 2.787 0.169
H -7.986 8.525 2.100 0.440
H -8.539 6.161 1.488 0.133
H -5.705 2.248 4.399 0.557
H 5.031 -1.185 -8.584 0.352
H -0.880 1.791 -1.307 0.168
H 5.014 -2.194 -10.117 0.387
H -1.233 -2.097 -3.218 0.468
H 6.268 -3.599 -8.424 0.356
H 6.372 5.003 5.715 0.449
H 1.901 -5.548 1.654 0.148
H -2.003 -1.478 0.337 -0.227
H 3.568 -0.102 2.322 -0.699
H 6.260 2.856 -3.715 0.376
H -5.035 7.886 -0.890 0.509
H 2.500 3.995 -5.823 0.403
H 6.735 1.840 2.350 0.672
H -6.620 8.181 2.892 0.359
H 4.437 1.451 -3.188 0.516
H 7.491 2.533 4.642 0.399
H 1.314 -3.391 0.276 -1.009
H -4.717 5.072 -2.678 0.369
H -2.192 -3.560 -1.043 -0.404
H 4.541 -8.213 3.873 0.477
H 5.034 -6.817 1.238 0.500
H 2.791 -9.654 4.584 0.508
H 1.491 -7.240 1.928 0.382
H 4.027 5.318 -1.159 0.383
H 5.745 -6.277 -5.456 0.470
H 2.681 -8.010 6.084 0.520
H 5.681 -6.507 2.787 0.484
H -0.504 -1.973 0.972 -0.465
H -4.890 -1.492 2.505 -0.704
H 1.265 -5.449 6.983 0.407
H 0.264 4.434 -2.721 -0.109
H 4.338 0.577 4.831 0.069
H -7.146 -2.324 6.726 0.372
H -2.250 0.777 -0.794 -1.095
H 4.195 -5.725 -6.273 0.293
H -3.095 0.073 1.869 -1.051
H 3.842 -3.369 -6.598 0.135
H -7.406 8.480 -0.040 0.386
H -4.921 1.894 0.534 -0.784
H 3.914 -8.899 2.540 0.456
H 2.292 0.742 -2.030 -0.292
H -4.004 0.729 5.357 0.430
H 5.044 -5.194 2.093 0.145
H 0.815 2.061 -3.656 -0.143
H -0.625 -4.285 -0.484 -0.067
H 2.004 2.187 -1.365 -0.519
H -0.654 0.493 0.942 -0.541
H -3.945 6.414 -1.949 0.270
H -5.606 5.479 2.025 0.262
H 6.352 -0.637 1.532 0.387
H -6.241 9.381 0.766 0.461
H 4.580 1.495 -1.516 0.124
H -6.382 1.811 2.800 0.696
H -7.862 -3.317 5.441 0.415
H 2.594 -6.876 0.743 0.663
H -0.901 -4.129 -2.197 -0.128
H 3.177 -3.673 -1.250 0.258
H 0.647 0.223 -0.149 -0.345
H 5.595 3.826 4.129 0.275
H -3.219 2.037 0.749 -0.064
H 1.430 5.258 -5.145 0.447
H 4.371 2.935 5.074 0.053
H 1.620 4.506 -1.639 -0.149
H -2.355 4.656 -2.896 -0.107
H -6.245 -0.470 2.000 0.338
H 4.614 -4.199 -8.648 0.352
H 3.737 -1.485 4.186 0.163
H 3.742 -1.994 -0.822 0.268
H 3.689 -3.216 0.425 -0.076
H -0.087 0.180 -2.870 -0.735
H 5.194 4.306 -0.523 0.425
H 3.442 3.876 -0.532 0.002
H 1.645 -8.963 3.547 0.346
H -4.756 3.497 2.292 -0.620
H 2.244 1.816 -4.433 0.774
H -6.813 4.493 1.179 0.030
H 1.829 -1.712 0.341 -0.536